## A
ORCA calculation (ωB97M-V/def2-TZVPD) on C11H22N2O3 in the gas phase.

Bonds (Å) are listed after each position.
CARTESIAN COORDINATES (ANGSTROEM)
1 C -0.15742 0.45212 4.27873  C2 1.524, H36 1.087, H37 1.087, H38 1.088
2 C 1.36026 0.55879 4.18427  C1 1.524, C3 1.530, H34 1.093, H35 1.091
3 C 1.83352 1.76289 3.36716  C2 1.530, C4 1.528, H32 1.093, H33 1.093
4 C 1.28958 1.81962 1.93998  C3 1.528, H5 1.091, C6 1.529, H31 1.094
5 H 0.20163 1.89430 1.96060  C4 1.091
6 C 1.68301 0.60058 1.10496  C4 1.529, N7 1.450, H29 1.093, H30 1.090
7 N 1.19905 0.69716 -0.25795  C6 1.450, C8 1.360, H28 1.008
8 C -0.01816 0.19587 -0.59821  N7 1.360, O9 1.229, N10 1.361
9 O -0.63832 -0.54811 0.15908  C8 1.229
10 N -0.46879 0.58674 -1.82101  C8 1.361, H11 1.008, C12 1.461
11 H 0.17076 1.15802 -2.35168  N10 1.008
12 C -1.49825 -0.02022 -2.66184  N10 1.461, C13 1.552, H23 1.096, C24 1.546
13 C -1.08193 -1.37698 -3.29027  C12 1.552, C14 1.528, C18 1.526, H22 1.095
14 C 0.27811 -1.24774 -3.97565  C13 1.528, H15 1.087, H16 1.088, H17 1.089
15 H 0.50236 -2.15820 -4.52525  C14 1.087
16 H 0.28446 -0.41655 -4.67828  C14 1.088
17 H 1.06673 -1.09658 -3.24042  C14 1.089
18 C -1.06815 -2.52993 -2.28998  C13 1.526, H19 1.088, H20 1.087, H21 1.087
19 H -0.77344 -3.44649 -2.79649  C18 1.088
20 H -0.36346 -2.34665 -1.48328  C18 1.087
21 H -2.05459 -2.68460 -1.86082  C18 1.087
22 H -1.83991 -1.59024 -4.05147  C13 1.095
23 H -1.63476 0.68271 -3.49164  C12 1.096
24 C -2.91101 -0.16470 -2.05099  C12 1.546, O25 1.203, O26 1.309
25 O -3.86285 -0.00375 -2.76966  C24 1.203
26 O -3.02363 -0.49698 -0.78985  C24 1.309, H27 1.010
27 H -2.13242 -0.61557 -0.33005  O26 1.010
28 H 1.59373 1.43541 -0.82002  N7 1.008
29 H 2.77035 0.48958 1.07696  C6 1.093
30 H 1.23964 -0.30322 1.52353  C6 1.090
31 H 1.67569 2.72170 1.45564  C4 1.094
32 H 2.92603 1.75358 3.33081  C3 1.093
33 H 1.52902 2.67728 3.88169  C3 1.093
34 H 1.77417 0.65562 5.19100  C2 1.093
35 H 1.76307 -0.36078 3.75671  C2 1.091
36 H -0.43368 -0.33085 4.98088  C1 1.087
37 H -0.59563 0.20628 3.31522  C1 1.087
38 H -0.58476 1.38987 4.62759  C1 1.088

For the LUMO energy, the calculation gives 0.386 eV. The gap between HOMO and LUMO comes out at 9.894 eV.

---

## B
ORCA calculation (ωB97M-V/def2-TZVPD) on C11H22N2O3 in the gas phase.

Bonds (Å) are listed after each position.
CARTESIAN COORDINATES (ANGSTROEM)
1 C -1.90593 -0.96988 0.42217  C2 1.472, C3 1.544, H14 1.112, N34 1.423
2 C -0.61539 -0.48134 0.93538  C1 1.472, N35 1.368, O36 1.226
3 C -2.42354 -0.30401 -0.87130  C1 1.544, C4 1.560, C5 1.576, H15 1.096
4 C -3.58799 -1.10037 -1.53807  C3 1.560, H16 1.057, H17 1.102, H18 1.109
5 C -3.03686 1.10405 -0.51879  C3 1.576, C6 1.493, H19 1.056, H20 1.093
6 C -2.08243 2.08535 0.07744  C5 1.493, H21 1.119, H22 1.097, H23 1.122
7 C 1.73304 -0.15394 0.43712  C8 1.520, C9 1.497, H25 1.102, N35 1.455
8 C 1.67603 1.15783 -0.32914  C7 1.520, O37 1.209, O38 1.346
9 C 2.82096 -1.13391 0.12660  C7 1.497, C10 1.535, C11 1.488, H26 1.079
10 C 2.79377 -1.51237 -1.36127  C9 1.535, H27 1.102, H28 1.095, H29 1.118
11 C 4.16212 -0.56162 0.42297  C9 1.488, H30 1.115, H31 1.084, H32 1.073
12 H -3.02359 -0.10295 1.91644  N34 1.025
13 H -2.64256 -1.67473 2.18806  N34 1.019
14 H -1.75144 -2.04095 0.16592  C1 1.112
15 H -1.57503 -0.20859 -1.55890  C3 1.096
16 H -3.91900 -0.72003 -2.46693  C4 1.057
17 H -3.27593 -2.14383 -1.70612  C4 1.102
18 H -4.41748 -1.19247 -0.80816  C4 1.109
19 H -3.84537 0.89235 0.12626  C5 1.056
20 H -3.49633 1.52573 -1.41600  C5 1.093
21 H -1.20654 2.23631 -0.60295  C6 1.119
22 H -1.69664 1.78575 1.05932  C6 1.097
23 H -2.56440 3.08652 0.23128  C6 1.122
24 H 0.27006 -0.86093 -0.82562  N35 1.043
25 H 1.74554 0.25657 1.45942  C7 1.102
26 H 2.57228 -1.98858 0.73697  C9 1.079
27 H 3.77556 -1.92172 -1.64989  C10 1.102
28 H 2.58596 -0.62900 -1.97393  C10 1.095
29 H 2.03781 -2.26202 -1.70254  C10 1.118
30 H 4.32616 0.31111 -0.25125  C11 1.115
31 H 4.27504 -0.22103 1.44639  C11 1.084
32 H 4.96626 -1.22279 0.16209  C11 1.073
33 H 2.41899 2.84268 -0.28944  O38 0.983
34 N -2.88186 -1.00773 1.45642  C1 1.423, H12 1.025, H13 1.019
35 N 0.47633 -0.84693 0.19645  C2 1.368, C7 1.455, H24 1.043
36 O -0.55772 0.12676 1.99837  C2 1.226
37 O 1.10319 1.37742 -1.37128  C8 1.209
38 O 2.46412 2.05287 0.29426  C8 1.346, H33 0.983

For the LUMO energy, the calculation gives 0.699 eV. The gap between HOMO and LUMO comes out at 10.001 eV.

---

Which structure is the most stable? The one labeled A.

---

## A
ORCA calculation (ωB97M-V/def2-TZVPD) on C3H4FN3O in the gas phase.

Bonds (Å) are listed after each position.
CARTESIAN COORDINATES (ANGSTROEM)
1 C 0.56540 -0.37318 0.51793  C2 1.367, H5 1.110, N8 1.318
2 C -0.30115 0.49295 -0.08898  C1 1.367, C3 1.515, N9 1.367
3 C -0.63342 1.92375 0.27999  C2 1.515, H6 1.112, H7 1.097, F12 1.388
4 H 0.74096 -3.13581 -0.78207  O11 0.967
5 H 1.23252 -0.28521 1.40118  C1 1.110
6 H -1.72721 1.92810 0.47823  C3 1.112
7 H -0.38671 2.69533 -0.45922  C3 1.097
8 N 0.47799 -1.43648 -0.25529  C1 1.318, N10 1.310, O11 1.375
9 N -0.84849 -0.12018 -1.18154  C2 1.367, N10 1.297
10 N -0.35629 -1.31749 -1.25809  N8 1.310, N9 1.297
11 O 1.14980 -2.62179 -0.07270  H4 0.967, N8 1.375
12 F 0.08659 2.25001 1.42056  C3 1.388

For the LUMO energy, the calculation gives 0.852 eV. The gap between HOMO and LUMO comes out at 10.698 eV.

---

## B
ORCA calculation (ωB97M-V/def2-TZVPD) on C3H4FN3O in the gas phase.

Bonds (Å) are listed after each position.
CARTESIAN COORDINATES (ANGSTROEM)
1 C 0.56431 0.22057 -0.02166  N9 1.276, N10 1.384, O11 1.398
2 C -0.71949 -1.41577 0.72570  C3 1.338, N10 1.381, F12 1.302
3 C 0.52954 -1.67488 1.13105  C2 1.338, H7 1.094, O11 1.346
4 H 0.35966 2.31122 -2.12194  N8 1.032
5 H -0.14715 2.71276 -0.59821  N8 1.035
6 H -1.43913 0.16252 -0.61382  N10 1.035
7 H 1.00054 -2.47451 1.71037  C3 1.094
8 N 0.01434 1.91274 -1.23518  H4 1.032, H5 1.035, N9 1.405
9 N 1.07448 1.22194 -0.62526  C1 1.276, N8 1.405
10 N -0.74976 -0.20350 0.06556  C1 1.384, C2 1.381, H6 1.035
11 O 1.34678 -0.71122 0.66666  C1 1.398, C3 1.346
12 F -1.83411 -2.06188 0.91671  C2 1.302

For the LUMO energy, the calculation gives 0.857 eV. The gap between HOMO and LUMO comes out at 8.813 eV.

---

Which structure is the most stable? The one labeled B.

---

## A
ORCA calculation (ωB97M-V/def2-TZVPD) on 2 unconnected molecules or ions with the total composition C5H12N.

Bonds (Å) are listed after each position.
CARTESIAN COORDINATES (ANGSTROEM)
1 C -1.61548 1.06697 0.26991  N3 1.465, H4 1.088, H5 1.102, H6 1.155
2 C -2.81162 -0.99090 -0.44174  N3 1.314, H7 1.076, H8 1.092
3 N -2.27531 0.18161 -0.69253  C1 1.465, C2 1.314, H9 1.034
4 H -2.23264 1.94428 0.45128  C1 1.088
5 H -0.65345 1.44377 -0.11443  C1 1.102
6 H -1.44299 0.41162 1.20471  C1 1.155
7 H -2.61121 -1.35315 0.55172  C2 1.076
8 H -3.29209 -1.56496 -1.23675  C2 1.092
9 H -2.22245 0.52686 -1.66539  N3 1.034
10 C 1.25550 -0.68826 0.64755  C11 1.493, H13 1.102, H14 1.101, H15 1.131
11 C 2.48813 -0.51760 -0.17768  C10 1.493, C12 1.354, H16 1.124
12 C 3.06075 0.70478 -0.28946  C11 1.354, H17 1.112, H18 1.103
13 H 1.46736 -1.39538 1.46511  C10 1.102
14 H 0.90923 0.26204 1.08207  C10 1.101
15 H 0.32987 -1.05119 0.10772  C10 1.131
16 H 3.04432 -1.40574 -0.58288  C11 1.124
17 H 4.00459 0.88907 -0.84718  C12 1.112
18 H 2.59748 1.53618 0.26796  C12 1.103

For the LUMO energy, the calculation gives -5.673 eV. The gap between HOMO and LUMO comes out at 6.779 eV. As for the total charge: +1.

---

## B
ORCA calculation (ωB97M-V/def2-TZVPD) on 2 unconnected molecules or ions with the total composition C5H12N.

Bonds (Å) are listed after each position.
CARTESIAN COORDINATES (ANGSTROEM)
1 C 1.59430 -1.03630 -1.78743  N2 1.287, H3 1.083, H4 1.066
2 N 1.70536 -0.61927 -0.57467  C1 1.287, H5 1.033, H6 1.013
3 H 2.19133 -1.85721 -2.16358  C1 1.083
4 H 0.84657 -0.56199 -2.38121  C1 1.066
5 H 0.93829 -0.01648 -0.23601  N2 1.033
6 H 2.22099 -1.14119 0.12438  N2 1.013
7 C -0.25876 0.33272 1.91775  C8 1.497, H11 1.126, H12 1.112, H13 1.089
8 C -0.92850 0.33287 0.57926  C7 1.497, C9 1.364, C10 1.536
9 C -1.64959 -0.72628 0.11278  C8 1.364, H14 1.113, H15 1.083
10 C -0.73618 1.62510 -0.22909  C8 1.536, H16 1.104, H17 1.118, H18 1.104
11 H 0.86077 0.40726 1.82149  C7 1.126
12 H -0.51921 -0.58022 2.49643  C7 1.112
13 H -0.56163 1.23818 2.44177  C7 1.089
14 H -2.05711 -0.59899 -0.91561  C9 1.113
15 H -1.94055 -1.59210 0.69491  C9 1.083
16 H -1.65798 2.23025 -0.28600  C10 1.104
17 H -0.45809 1.36017 -1.27881  C10 1.118
18 H 0.07149 2.27856 0.14534  C10 1.104

For the LUMO energy, the calculation gives -5.682 eV. The gap between HOMO and LUMO comes out at 7.605 eV. As for the total charge: +1.

---

Which structure is the most stable? The one labeled B.